Record 1
A 2-piece molecular cluster, C7H13N3O4S overall. Source: the OMol25 dataset; level of theory: the ωB97M-V functional and the def2-TZVPD basis.

XYZ file:
```
28
C7H13N3O4S the ωB97M-V functional and the def2-TZVPD basis
C -0.05 0.45 0.35
C -2.01 0.40 -2.80
C -0.80 -0.07 -2.44
C 2.38 -0.43 1.62
C 4.05 0.62 -0.03
C -3.30 1.82 0.63
C 2.71 -0.10 0.22
N -1.14 1.04 0.28
N -2.21 1.35 -0.12
N -0.72 -1.41 -1.88
O 0.36 -1.69 -1.40
O -1.73 -2.12 -1.75
O 1.45 1.73 -1.46
O 1.73 2.44 0.82
S 1.54 1.31 -0.08
H -2.14 1.37 -3.29
H -2.86 -0.28 -2.61
H 0.20 0.32 -2.67
H 2.50 0.40 2.40
H 1.42 -0.85 1.61
H 3.00 -1.23 2.12
H 4.20 1.23 0.84
H 3.60 1.24 -0.75
H 4.92 0.13 -0.50
H -3.66 2.88 0.34
H -4.06 1.02 0.44
H -3.06 1.70 1.62
H 2.28 -0.84 -0.50
```

Results
Energy above the lowest of the compared OMol25 structures with the same formula, charge and spin, kcal/mol: 247.1
Net charge: 0
LUMO, eV: -0.431

Results of the Löwdin charge analysis, in e, for atoms 1 through 2:
1 C -0.0520
2 C 0.0847

***

Record 2
A 7-piece molecular cluster, H16O8 overall. Source: the OMol25 dataset; level of theory: the ωB97M-V functional and the def2-TZVPD basis.

XYZ file:
```
24
H16O8 the ωB97M-V functional and the def2-TZVPD basis
H 0.15 -0.37 -0.85
H -0.70 0.55 -1.73
H -2.38 1.41 -0.86
H -1.35 2.54 -0.71
H -1.75 -4.04 -0.50
H -0.22 -3.74 -1.01
H 1.35 4.44 0.27
H 0.20 3.49 0.06
H -1.02 -0.42 2.28
H 0.15 0.22 1.71
H 2.75 -0.83 -1.13
H 2.78 0.76 -1.00
H -3.85 -2.04 -0.46
H -2.90 -2.83 -1.36
H 3.42 -0.10 2.09
H 2.98 1.35 2.35
O -0.58 0.27 -0.84
O -1.46 1.62 -0.67
O -0.86 -4.39 -0.77
O 0.98 3.67 0.60
O -0.60 0.46 2.18
O 3.05 -0.06 -0.59
O -3.79 -2.74 -1.01
O 3.66 0.79 1.93
```

Results
Energy above the lowest of the compared OMol25 structures with the same formula, charge and spin, kcal/mol: 188.3
Net charge: 0
LUMO, eV: -0.194

Results of the Löwdin charge analysis, in e, for atoms 1 through 2:
1 H 0.0393
2 H 0.0612

***

Record 3
A 8-piece molecular cluster, C31H44N4O7 overall. Source: the OMol25 dataset; level of theory: the ωB97M-V functional and the def2-TZVPD basis.

XYZ file:
```
86
C31H44N4O7 the ωB97M-V functional and the def2-TZVPD basis
C -4.11 0.75 2.56
C -5.38 0.67 3.17
C -6.35 0.37 2.22
N -5.66 0.27 1.04
C -4.31 0.49 1.23
H -3.18 0.98 3.05
H -5.50 0.85 4.23
H -7.42 0.37 2.28
H -6.00 0.02 0.13
H -3.72 0.47 0.33
C 1.06 1.49 -5.41
C 0.82 2.72 -5.99
C 1.13 3.68 -5.04
N 1.67 3.05 -3.96
C 1.61 1.68 -4.16
H 0.98 0.50 -5.83
H 0.45 2.88 -6.98
H 1.18 4.75 -5.14
H 1.84 3.46 -3.05
H 1.76 1.03 -3.31
C -2.64 -5.82 -2.37
C -3.00 -4.51 -2.90
C -1.89 -3.71 -2.77
N -0.87 -4.47 -2.28
C -1.30 -5.75 -2.09
H -3.30 -6.66 -2.23
H -3.91 -4.23 -3.40
H -1.76 -2.65 -2.90
H 0.07 -4.13 -2.15
H -0.57 -6.41 -1.65
C 1.28 4.96 -0.88
C 1.94 5.48 -2.03
C 3.20 4.99 -2.10
N 3.34 4.06 -1.10
C 2.20 4.05 -0.36
H 0.27 5.16 -0.58
H 1.47 6.24 -2.63
H 3.97 5.26 -2.81
H 4.16 3.52 -0.93
H 2.16 3.33 0.44
O -2.08 -0.44 6.57
C -1.51 -1.25 5.89
C -1.51 -1.41 4.37
C -1.06 -2.87 4.25
C -0.10 -2.98 5.42
O -0.77 -2.23 6.44
H -2.41 -1.12 3.84
H -0.70 -0.87 3.89
H -1.88 -3.54 4.54
H -0.66 -3.23 3.31
H 0.09 -3.99 5.77
H 0.88 -2.55 5.21
O 1.54 -3.01 -2.56
C 2.72 -2.87 -2.72
C 3.68 -3.37 -3.77
C 5.06 -3.11 -3.19
C 4.83 -2.11 -2.05
O 3.42 -2.11 -1.85
H 3.51 -4.43 -3.99
H 3.53 -2.88 -4.73
H 5.52 -4.04 -2.85
H 5.76 -2.73 -3.93
H 5.27 -2.33 -1.07
H 5.18 -1.11 -2.30
O -0.87 1.68 1.43
C -0.33 0.73 0.92
C 0.59 0.72 -0.30
C 0.55 -0.77 -0.69
C -0.51 -1.42 0.18
O -0.75 -0.50 1.28
H 0.35 1.46 -1.06
H 1.59 0.91 0.10
H 0.30 -0.97 -1.73
H 1.54 -1.19 -0.53
H -1.43 -1.67 -0.34
H -0.14 -2.33 0.66
C -0.91 4.44 3.50
C -0.01 3.78 4.52
C -0.30 2.33 4.79
O 0.89 4.39 5.04
H -1.44 5.32 3.86
H -1.61 3.75 3.03
H -0.31 4.89 2.70
H -1.26 2.17 5.28
H 0.45 1.82 5.39
H -0.37 1.81 3.83
```

Results
Net charge: 0
LUMO, eV: -0.106

Results of the Löwdin charge analysis, in e, for atoms 1 through 2:
1 C -0.1149
2 C -0.1160

***

Record 4
C19H14F3N5OS in the gas phase. Source: the OMol25 dataset; level of theory: the ωB97M-V functional and the def2-TZVPD basis.

XYZ file:
```
43
C19H14F3N5OS the ωB97M-V functional and the def2-TZVPD basis
O 2.65 -0.97 -0.80
C 1.40 -0.87 -0.90
N 0.85 0.00 -1.80
C 1.52 0.70 -2.88
C 1.93 2.10 -2.38
C 2.00 3.04 -3.55
C 0.98 3.21 -4.60
C 1.28 3.88 -5.78
C 2.64 4.37 -5.98
C 3.64 4.22 -5.07
C 3.28 3.69 -3.82
C 0.55 -1.40 0.15
N 0.90 -1.67 1.44
C -0.12 -2.10 2.04
N -0.30 -2.36 3.41
C -1.51 -2.24 3.85
C -1.80 -2.32 5.25
C -0.77 -2.30 6.25
C -1.35 -2.37 7.57
C -2.70 -2.55 7.49
S -3.24 -2.96 5.95
C -2.73 -2.26 2.89
C -2.51 -2.20 1.48
C -3.68 -2.26 0.44
F -3.49 -3.48 -0.19
F -4.95 -2.10 1.01
F -3.61 -1.25 -0.45
N -1.16 -2.04 1.08
N -0.70 -1.54 -0.16
H -0.17 0.05 -1.93
H 0.79 0.77 -3.67
H 2.23 0.01 -3.34
H 2.82 1.91 -1.78
H 1.28 2.62 -1.58
H -0.06 2.70 -4.56
H 0.54 4.14 -6.45
H 2.80 4.88 -6.93
H 4.60 4.60 -5.13
H 3.89 3.65 -2.97
H 0.28 -2.22 6.16
H -0.84 -2.28 8.52
H -3.36 -2.61 8.42
H -3.78 -2.22 3.30
```

Results
Net charge: 0
LUMO, eV: -1.094

Results of the Löwdin charge analysis, in e, for atoms 1 through 2:
1 O 0.0456
2 C -0.3997

***

no.,HOMO (eV)
1,-9.1
2,-9.1
3,-8.0
4,-8.7